Molecular formula: C2H8NO
Method: DFT, wB97M-V/def2-TZVPD

Positions of all 12 atoms, in Å:
H 0.427262 1.613913 1.695698
H 1.303376 1.412012 0.162882
H 1.284671 -1.863711 0.581947
C 0.308812 1.415505 0.621361
O 1.470810 -1.783524 -0.361670
H -0.234585 2.284522 0.231099
H 0.267032 -0.492304 -0.045254
N -0.415527 0.180545 0.366774
H -1.657272 -0.588762 -1.155398
C -1.485468 0.346228 -0.615202
H -1.244081 1.097360 -1.378408
H -2.412615 0.660177 -0.116936

Forces on atoms 1 to 3 (eV/Å):
0.1 -0.1 0.0
0.0 -0.1 0.0
0.2 -0.2 0.0

Results
LUMO: 4.36 eV
orbital gap: 7.0 eV
ΔE to the lowest compared entry with this formula, charge and spin: 64.08 kJ/mol
HOMO level: -2.6 eV
E: -210.9598 Eh
charge: -1

natural (NBO) population analysis, charges in e, atoms 1 to 2: number 1, H, carries 0.163; number 2, H, carries 0.191